Entry 1:
70
Properties=species:S:1:pos:R:3:mulliken_charge:R:1 method="wB97M-V/def2-TZVPD" e_above_lowest_ev=0.0000 homo_lumo_gap_ev=10.983
C -2.406 -0.173 -2.956 0.02
C -2.378 -1.551 -3.686 0.48
O -3.702 -1.765 -4.031 -0.37
C -4.507 -1.030 -3.289 0.57
O -5.712 -1.180 -3.207 -0.57
O -3.805 -0.076 -2.675 -0.30
F -1.995 -2.466 -2.751 -0.30
H -1.988 0.659 -3.492 0.29
H -1.807 -0.188 -2.022 -0.06
H -1.792 -1.693 -4.594 0.23
C -3.940 3.508 2.368 -0.23
C -3.129 4.458 1.556 0.46
O -2.788 3.728 0.444 -0.31
C -3.291 2.425 0.522 0.58
O -2.926 1.583 -0.208 -0.50
O -4.101 2.334 1.536 -0.34
F -1.947 4.699 2.223 -0.30
H -4.954 3.813 2.562 0.28
H -3.435 3.220 3.293 0.06
H -3.600 5.443 1.414 0.23
C 1.791 -4.313 2.960 -0.06
C 0.534 -4.955 2.486 0.26
O -0.497 -4.367 3.215 -0.34
C -0.001 -3.946 4.420 0.70
O -0.619 -3.619 5.370 -0.51
O 1.383 -3.882 4.252 -0.38
F 0.563 -6.256 2.819 -0.31
H 2.156 -3.486 2.391 0.04
H 2.652 -5.028 3.116 0.27
H 0.327 -4.788 1.439 0.34
C 2.017 -1.144 -6.531 -0.39
C 0.718 -0.403 -6.866 0.37
O 0.225 0.127 -5.671 -0.30
C 0.971 -0.401 -4.593 0.50
O 0.762 -0.189 -3.487 -0.33
O 2.024 -1.044 -5.080 -0.35
F -0.188 -1.299 -7.418 -0.31
H 2.879 -0.708 -7.018 0.28
H 1.944 -2.233 -6.768 0.25
H 0.832 0.326 -7.727 0.21
C 3.659 -1.140 -1.256 -0.49
C 3.041 -2.275 -0.603 0.38
N 2.568 -3.120 -0.057 -0.34
H 4.708 -1.313 -1.507 0.36
H 3.676 -0.329 -0.520 0.10
H 3.114 -0.770 -2.116 0.00
C 2.027 4.893 0.678 -0.55
C 2.867 5.532 -0.328 0.31
N 3.570 6.114 -0.966 -0.34
H 1.954 5.512 1.607 0.30
H 2.509 4.003 1.049 0.12
H 1.025 4.778 0.387 0.18
C -1.578 -0.127 4.057 -0.24
C -2.116 0.980 4.779 0.30
N -2.496 1.879 5.375 -0.51
H -2.349 -0.584 3.490 0.35
H -1.103 -0.855 4.731 0.19
H -0.818 0.168 3.339 -0.09
C 0.506 0.899 -0.339 -0.09
C 0.391 -0.060 0.746 0.44
N 0.297 -0.787 1.621 -0.41
H -0.458 1.385 -0.525 0.09
H 0.658 0.355 -1.271 -0.20
H 1.301 1.611 -0.129 0.28
C 2.684 -0.435 4.319 -0.40
C 3.082 0.299 3.091 0.37
N 3.354 0.964 2.205 -0.47
H 1.753 -0.926 4.096 -0.12
H 2.447 0.339 5.043 0.32
H 3.460 -1.131 4.686 0.30

Entry 2:
59
Properties=species:S:1:pos:R:3:mulliken_charge:R:1 method="wB97M-V/def2-TZVPD" e_above_lowest_ev=4.4849 homo_lumo_gap_ev=7.944
In 2.307 -1.032 0.839 2.69
N 1.961 2.284 1.340 0.41
C 1.398 1.539 2.346 0.53
C 0.871 2.253 3.437 -1.07
C 0.256 1.579 4.465 -0.37
C 0.161 0.190 4.404 -1.14
C 0.689 -0.446 3.303 -0.22
N 1.273 0.213 2.301 0.02
C 2.551 2.036 0.118 0.51
C 2.957 3.148 -0.636 -1.04
C 3.526 2.948 -1.874 -0.47
C 3.694 1.649 -2.343 -0.94
C 3.250 0.611 -1.552 -0.39
N 2.666 0.810 -0.374 0.04
H 2.061 3.256 1.609 0.25
H 0.957 3.328 3.459 0.46
H -0.151 2.122 5.304 0.42
H -0.306 -0.374 5.195 0.46
H 0.664 -1.525 3.193 0.59
H 2.825 4.146 -0.245 0.49
H 3.838 3.791 -2.469 0.42
H 4.165 1.455 -3.292 0.45
H 3.371 -0.429 -1.833 0.48
O 2.329 -4.290 3.261 -0.68
S 2.864 -3.369 2.328 1.10
O 3.938 -3.841 1.479 -0.32
O 1.707 -2.877 1.469 -0.53
O 3.378 -2.095 2.978 -0.41
F 6.171 -2.954 0.536 -0.40
Te 4.995 -1.923 1.709 1.09
F 5.637 -0.919 3.305 -0.40
F 6.250 -0.590 0.982 -0.44
F 4.005 0.107 1.908 -0.69
F 5.854 -3.190 2.924 -0.36
O 4.037 -1.672 0.130 -0.64
N -4.164 0.823 -2.283 0.04
C -5.405 0.590 -2.804 0.71
C -6.349 1.415 -3.397 -0.99
C -7.516 0.818 -3.825 -0.43
C -7.740 -0.555 -3.666 -0.46
C -6.811 -1.381 -3.078 -0.79
C -5.619 -0.804 -2.638 0.56
N -4.531 -1.364 -2.042 -0.66
C -3.678 -0.389 -1.842 -0.05
C -2.367 -0.555 -1.258 1.21
C -1.514 0.531 -1.038 -1.13
C -0.261 0.301 -0.525 -0.11
N 0.204 -0.904 -0.228 -0.18
C -0.602 -1.947 -0.396 -0.55
C -1.885 -1.819 -0.898 -0.80
H -3.700 1.715 -2.257 0.17
H -6.178 2.474 -3.521 0.38
H -8.277 1.422 -4.294 0.39
H -8.671 -0.969 -4.020 0.38
H -6.982 -2.437 -2.956 0.45
H -1.806 1.544 -1.258 0.36
H 0.409 1.124 -0.351 0.39
H -0.180 -2.896 -0.098 0.67
H -2.524 -2.676 -1.030 0.53

Entry 3:
66
Properties=species:S:1:pos:R:3:mulliken_charge:R:1 method="wB97M-V/def2-TZVPD" charge=-1 homo_lumo_gap_ev=7.812
C 1.781 0.363 -0.140 -1.31
C 0.975 1.532 -0.692 0.48
Cl 2.066 2.466 -1.769 -0.20
C 0.371 2.359 0.458 0.79
Cl 1.501 3.575 1.105 -0.20
S -1.155 3.231 -0.065 1.13
O -0.738 4.160 -1.081 -0.69
O -1.687 3.818 1.149 -0.63
N -2.081 2.121 -0.714 -0.49
S -2.329 0.815 0.207 1.12
O -3.756 0.544 0.265 -0.71
O -1.567 -0.292 -0.339 -0.66
H 2.725 0.703 0.285 0.39
H 1.998 -0.333 -0.949 0.25
H 1.191 -0.171 0.609 0.29
H 0.188 1.159 -1.339 0.17
H 0.163 1.690 1.287 -0.69
H -1.954 1.074 1.478 0.02
C -0.820 1.110 4.026 0.27
O -1.076 0.429 3.044 -0.74
N 0.088 0.769 4.952 0.16
C 0.362 1.609 6.099 -0.97
C 0.813 -0.478 4.785 -0.91
H -1.321 2.070 4.220 0.26
H 1.408 1.921 6.102 0.35
H 0.151 1.070 7.026 0.35
H -0.267 2.495 6.060 0.30
H 1.367 -0.472 3.846 0.23
H 0.118 -1.319 4.760 0.29
H 1.505 -0.602 5.615 0.39
C 2.554 -0.697 -4.513 0.28
O 2.421 -0.330 -3.361 -0.57
N 1.756 -0.301 -5.525 0.11
C 1.951 -0.768 -6.878 -0.92
C 0.673 0.624 -5.221 -0.90
H 3.350 -1.391 -4.832 0.11
H 2.147 0.070 -7.551 0.33
H 1.065 -1.299 -7.234 0.33
H 2.801 -1.449 -6.908 0.28
H 1.068 1.547 -4.798 0.27
H -0.006 0.189 -4.488 0.29
H 0.126 0.845 -6.136 0.37
C -5.975 1.676 4.921 0.12
O -4.961 2.191 5.361 -0.59
N -6.224 1.428 3.627 0.20
C -7.453 0.802 3.195 -0.93
C -5.233 1.790 2.616 -0.96
H -6.801 1.356 5.584 0.23
H -7.242 -0.135 2.677 0.32
H -7.999 1.459 2.514 0.32
H -8.084 0.592 4.059 0.31
H -4.299 1.269 2.816 0.22
H -5.043 2.863 2.654 0.29
H -5.577 1.514 1.626 0.44
C 5.159 -4.225 -4.253 0.11
O 4.763 -3.487 -5.137 -0.57
N 4.650 -4.278 -3.011 0.17
C 5.166 -5.184 -2.008 -0.93
C 3.544 -3.392 -2.671 -0.89
H 5.993 -4.933 -4.409 0.22
H 4.384 -5.868 -1.671 0.32
H 5.538 -4.628 -1.145 0.33
H 5.984 -5.768 -2.426 0.30
H 2.696 -3.587 -3.328 0.33
H 3.838 -2.352 -2.798 0.20
H 3.248 -3.559 -1.638 0.40

Entry 4:
17
Properties=species:S:1:pos:R:3:mulliken_charge:R:1 method="wB97M-V/def2-TZVPD" e_above_lowest_ev=2.0961 homo_lumo_gap_ev=10.789
C -2.081 -0.498 0.572 -1.30
C -1.135 0.220 -0.389 0.30
O -1.084 1.611 -0.121 -0.58
C 0.224 -0.470 -0.377 -0.08
C 1.482 0.287 -0.835 -0.59
C 2.031 -0.095 0.546 -0.34
O 0.756 -0.608 0.958 -0.44
H -3.035 0.032 0.622 0.36
H -2.266 -1.524 0.234 0.33
H -1.644 -0.541 1.575 0.28
H -1.530 0.151 -1.410 0.29
H -0.320 1.810 0.423 0.32
H 0.113 -1.457 -0.852 0.42
H 2.007 -0.118 -1.702 0.31
H 1.316 1.358 -0.974 0.21
H 2.364 0.719 1.200 0.25
H 2.802 -0.877 0.530 0.26

Entry 5:
9
Properties=species:S:1:pos:R:3:mulliken_charge:R:1 method="wB97M-V/def2-TZVPD" e_above_lowest_ev=0.2764 homo_lumo_gap_ev=11.522
C -0.592 -0.128 0.672 0.06
C -2.029 -1.013 -1.386 0.55
N -1.827 -0.440 0.007 -0.21
O 0.476 -0.197 0.222 -0.40
F -2.499 -2.278 -1.225 -0.22
F -3.038 -0.340 -1.960 -0.22
Cl -0.625 -1.031 -2.496 -0.10
H -0.785 0.024 1.798 0.29
H -2.719 -0.033 0.241 0.25